{"formula": "C42H44N8O14", "method": "ωB97M-V with the def2-TZVPD basis set", "de_lowest_kj_mol": 0.0, "multiplicity": 1, "gap_ev": 7.73, "smiles": "O=[N+]([O-])c1ccccc1.O=[N+]([O-])c1ccccc1.O=[N+]([O-])c1ccccc1.O=[N+]([O-])c1ccccc1.O=[N+]([O-])c1ccccc1.O=[N+]([O-])c1ccccc1.CN(C)C=O.CN(C)C=O", "species": ["O", "N", "O", "C", "C", "C", "C", "C", "C", "H", "H", "H", "H", "H", "O", "N", "O", "C", "C", "C", "C", "C", "C", "H", "H", "H", "H", "H", "O", "N", "O", "C", "C", "C", "C", "C", "C", "H", "H", "H", "H", "H", "O", "N", "O", "C", "C", "C", "C", "C", "C", "H", "H", "H", "H", "H", "O", "N", "O", "C", "C", "C", "C", "C", "C", "H", "H", "H", "H", "H", "O", "N", "O", "C", "C", "C", "C", "C", "C", "H", "H", "H", "H", "H", "C", "N", "C", "C", "O", "H", "H", "H", "H", "H", "H", "H", "C", "N", "C", "C", "O", "H", "H", "H", "H", "H", "H", "H"], "coordinates": [[-6.342, -0.190, 5.064], [-6.141, 0.341, 3.953], [-7.037, 0.566, 3.119], [-4.738, 0.744, 3.663], [-4.398, 1.471, 2.490], [-3.066, 1.863, 2.235], [-2.109, 1.634, 3.242], [-2.394, 0.918, 4.329], [-3.655, 0.428, 4.531], [-5.161, 1.657, 1.749], [-2.830, 2.407, 1.332], [-1.104, 1.940, 2.992], [-1.650, 0.564, 5.027], [-3.822, -0.130, 5.441], [0.351, -0.372, 3.911], [1.187, -1.175, 3.547], [0.983, -2.132, 2.840], [2.587, -1.228, 4.148], [3.629, -2.136, 3.687], [4.907, -2.170, 4.283], [5.089, -1.448, 5.484], [4.068, -0.597, 5.982], [2.873, -0.519, 5.296], [3.410, -2.835, 2.894], [5.651, -2.846, 3.888], [6.051, -1.451, 5.974], [4.267, -0.076, 6.907], [2.155, 0.170, 5.717], [-1.705, 4.755, 0.971], [-2.293, 5.565, 0.238], [-3.211, 6.285, 0.623], [-2.163, 5.494, -1.225], [-2.645, 6.493, -2.032], [-2.458, 6.421, -3.399], [-1.945, 5.223, -3.953], [-1.508, 4.197, -3.123], [-1.509, 4.346, -1.779], [-2.930, 7.396, -1.511], [-2.921, 7.132, -4.067], [-2.028, 4.934, -4.990], [-1.212, 3.233, -3.511], [-1.135, 3.528, -1.181], [5.325, 1.157, 3.175], [5.104, 2.161, 2.553], [5.870, 2.732, 1.754], [3.774, 2.767, 2.541], [3.180, 3.087, 1.320], [1.810, 3.481, 1.313], [1.105, 3.566, 2.499], [1.757, 3.433, 3.718], [3.079, 3.003, 3.746], [3.691, 2.999, 0.372], [1.369, 3.673, 0.346], [0.130, 4.031, 2.507], [1.175, 3.654, 4.601], [3.415, 2.643, 4.707], [-3.261, 1.633, -1.249], [-4.017, 1.496, -2.189], [-5.144, 1.822, -2.226], [-3.312, 0.869, -3.347], [-1.963, 0.458, -3.360], [-1.367, -0.093, -4.453], [-2.104, -0.245, -5.628], [-3.446, 0.117, -5.669], [-4.015, 0.718, -4.561], [-1.277, 0.556, -2.532], [-0.309, -0.309, -4.427], [-1.672, -0.651, -6.531], [-4.004, 0.100, -6.594], [-5.011, 1.134, -4.529], [0.328, -3.396, -4.437], [1.235, -3.452, -3.600], [1.223, -2.951, -2.466], [2.405, -4.254, -3.985], [2.490, -4.981, -5.232], [3.546, -5.858, -5.478], [4.542, -6.022, -4.500], [4.482, -5.355, -3.309], [3.407, -4.491, -3.026], [1.766, -4.741, -5.997], [3.638, -6.336, -6.442], [5.345, -6.729, -4.645], [5.306, -5.332, -2.611], [3.344, -4.017, -2.058], [1.720, -1.027, -0.141], [1.026, 0.220, -0.397], [-0.068, 0.501, 0.486], [1.405, 1.002, -1.386], [0.736, 1.978, -1.686], [2.151, -1.204, 0.844], [2.463, -1.155, -0.928], [0.958, -1.793, -0.283], [-0.678, -0.400, 0.555], [0.175, 0.853, 1.488], [-0.782, 1.183, 0.024], [2.214, 0.599, -2.016], [-0.188, -5.044, -0.201], [-1.557, -4.536, 0.014], [-1.974, -3.334, -0.724], [-2.456, -5.171, 0.815], [-2.255, -6.180, 1.394], [0.144, -5.735, 0.574], [0.517, -4.214, -0.169], [-0.119, -5.427, -1.220], [-1.966, -3.558, -1.790], [-2.864, -2.785, -0.419], [-1.211, -2.585, -0.513], [-3.431, -4.661, 0.826]], "atomic_forces_ev_per_a": [[0.36, 0.89, -2.02], [-1.00, -0.40, 0.71], [1.91, -0.31, 1.32], [2.03, 0.65, -0.64], [-0.03, -0.65, 0.22], [-1.19, -0.22, 1.56], [0.57, 1.24, -3.46], [-0.16, -1.56, 1.60], [-2.62, 0.02, 0.41], [-0.11, 0.11, 0.02], [0.03, -0.05, -0.01], [0.20, 0.12, 0.38], [0.24, 0.40, 0.00], [-0.32, -0.18, -0.09], [0.85, 0.15, -0.24], [1.37, -1.25, 1.40], [-0.64, -0.04, -0.97], [2.02, -0.90, 0.18], [-1.10, 0.97, 0.18], [-1.95, 0.59, 0.98], [-0.59, 0.82, -0.71], [1.68, -1.79, -0.91], [-0.90, 1.19, 0.42], [-0.06, 0.20, -0.24], [0.07, 0.09, 0.04], [0.03, -0.17, 0.13], [-0.30, 0.21, -0.07], [-0.44, -0.03, -0.21], [-0.11, 1.30, -1.18], [-1.82, -1.04, 0.72], [1.17, -0.07, 0.13], [2.16, -2.21, -0.54], [0.96, 0.96, 0.73], [-0.39, -1.70, -1.07], [-0.83, 0.07, 0.59], [0.08, 0.12, -0.93], [-1.14, 1.03, 2.04], [-0.65, 0.08, -0.30], [0.28, 0.35, 0.10], [0.13, 0.73, -0.33], [0.28, 0.09, -0.27], [-0.03, 0.18, 0.32], [0.17, -0.06, 0.50], [0.38, 1.56, -2.38], [-0.21, -1.13, 1.32], [-1.57, 0.45, 0.88], [-1.24, 0.05, 0.41], [1.62, -0.77, -0.06], [0.27, 1.57, -0.07], [0.18, -0.27, -0.72], [-0.39, -1.12, -0.17], [0.25, -0.07, 0.13], [-0.26, 0.05, 0.03], [-0.36, -0.42, -0.21], [0.29, -0.20, 0.31], [0.77, 0.26, -0.03], [0.05, 0.31, 1.17], [3.76, -1.05, -0.48], [-2.35, 0.48, -0.50], [0.02, -0.81, -2.52], [-0.34, 0.59, 1.98], [-0.39, 0.02, -1.55], [-0.32, -0.32, -0.10], [0.43, 0.73, 0.13], [-0.25, 0.47, 1.82], [-0.48, 0.35, 0.55], [-0.03, -0.20, 0.05], [0.25, -0.06, 0.03], [-0.02, -0.27, -0.03], [-0.26, -0.21, -0.42], [0.94, 0.36, 1.36], [-0.54, -0.12, -0.27], [-0.22, -0.47, -1.82], [1.61, -2.18, -0.21], [-0.08, 1.27, 1.01], [-0.18, 0.87, 0.79], [-0.29, -0.63, -0.58], [-0.68, 1.53, 0.44], [-0.46, 0.08, -0.65], [-0.15, -0.24, 0.00], [-0.12, -0.12, 0.04], [0.15, 0.07, -0.29], [-0.02, -0.55, 0.13], [0.00, 0.13, -0.04], [-0.49, -0.56, -0.78], [1.34, -1.21, 1.92], [-1.55, 0.03, -0.45], [-1.46, 0.46, -0.87], [0.53, 0.95, -0.61], [0.05, 0.66, 0.06], [0.12, -0.14, 0.21], [0.23, -0.38, 0.06], [0.20, -0.33, 0.41], [0.40, -0.06, -0.13], [0.39, 0.44, -0.03], [0.24, 0.21, 0.22], [-0.53, 0.95, -0.10], [-0.50, 0.49, 0.31], [1.56, 0.06, 0.15], [-0.07, 1.74, -1.60], [0.48, -2.35, 1.56], [-0.56, -0.23, -0.25], [-0.10, 0.28, 0.07], [0.10, -0.51, 0.08], [-0.21, 0.27, -0.10], [-0.44, -0.98, 0.23], [0.33, 0.13, -0.42], [-0.07, 0.19, 0.05]], "mulliken_charge": [-0.5729, 0.9405, -0.5743, -0.3481, -0.5937, -0.0410, 0.4508, -0.7056, -0.3115, 0.5323, 0.3882, -0.0170, 0.4048, 0.4388, -0.4255, 0.8969, -0.5186, 0.0351, -0.2702, -0.7304, -0.4341, -0.5733, -0.1101, 0.4633, 0.4384, 0.3785, 0.4045, 0.4323, -0.5064, 0.9113, -0.5715, -0.1221, -0.5990, -0.5535, -0.6503, -0.4163, 0.3422, 0.4203, 0.3553, 0.3769, 0.5593, 0.4852, -0.5059, 0.8795, -0.5818, 0.2021, -0.5138, -0.3225, -0.2967, -0.7458, -0.4231, 0.5340, 0.4490, 0.5995, 0.4166, 0.3430, -0.4408, 0.9915, -0.6451, -0.3671, 0.4341, -0.5817, -0.4655, -0.6822, -0.5188, 0.4713, 0.4888, 0.4075, 0.3797, 0.4814, -0.5770, 0.9361, -0.2792, -0.2050, -0.3199, -0.5526, -0.2836, -0.6419, 0.0636, 0.4353, 0.3805, 0.3741, 0.3563, 0.3779, -0.4731, 0.8159, -0.2893, -0.2516, -0.5029, -0.1382, 0.3345, 0.0525, 0.2864, -0.2321, -0.0988, 0.3799, -0.7966, 0.1480, -0.3592, 0.1150, -0.5517, 0.3408, 0.1396, 0.2994, 0.2884, 0.4296, -0.3271, 0.3288]}

{"formula": "C5H8N3O2", "method": "ωB97M-V with the def2-TZVPD basis set", "total_charge": 1, "de_lowest_kj_mol": 138.0, "multiplicity": 1, "gap_ev": 8.26, "smiles": "[NH2+]=C(O)[C@@]1(O)N=CC=CN1", "species": ["N", "C", "O", "C", "O", "N", "C", "C", "C", "N", "H", "H", "H", "H", "H", "H", "H", "H"], "coordinates": [[2.289, -1.096, 0.559], [1.071, -1.199, 0.107], [0.733, -2.005, -0.868], [0.023, -0.154, 0.622], [0.195, -0.208, 1.923], [0.626, 1.040, 0.064], [-0.007, 1.895, -0.651], [-1.348, 1.652, -1.014], [-1.892, 0.425, -0.637], [-1.296, -0.523, 0.098], [2.692, -0.247, 0.914], [2.850, -1.848, 0.150], [-0.079, -2.593, -0.879], [0.270, 0.687, 2.343], [0.611, 2.613, -1.130], [-1.898, 2.356, -1.571], [-2.969, 0.383, -0.712], [-1.874, -1.179, 0.683]], "atomic_forces_ev_per_a": [[-0.61, -2.46, -2.30], [-1.72, 0.96, -0.02], [1.05, -1.43, 0.40], [1.24, -0.27, -3.15], [-0.44, 1.00, 4.01], [0.86, -0.17, 0.85], [-0.36, -1.94, -0.55], [-0.29, -2.23, 0.56], [-1.38, 3.37, -0.07], [0.47, -0.59, 1.42], [-0.21, 0.24, 0.43], [0.67, 0.69, 0.41], [0.81, 1.62, 0.49], [-0.28, -0.95, -0.64], [0.21, 1.22, 0.08], [-0.72, 0.47, -0.51], [-0.09, -0.65, -0.46], [0.80, 1.11, -0.95]], "nbo_charge": [-0.6750, 0.7286, -0.6411, 0.4415, -0.6935, -0.5394, 0.1607, -0.4023, 0.1208, -0.6197, 0.4689, 0.4325, 0.5633, 0.5200, 0.2201, 0.2481, 0.2308, 0.4357]}